No. 1
A molecular structure, C19H27BCl2ErF4NO2PSSi, computed with wB97M-V/def2-TZVPD.

Geometry as XYZ:
```
60
Properties=species:S:1:pos:R:3:forces:R:3
Er -1.580 -0.138 -0.155 0.371 -0.256 -0.032
Cl 0.145 -0.671 -2.497 -0.012 0.063 -0.173
C 0.430 0.758 -3.456 -0.002 0.132 0.102
C 1.187 0.600 -4.603 0.009 -0.046 0.005
C 1.460 1.697 -5.402 -0.012 0.014 -0.002
C 0.968 2.940 -5.033 0.031 -0.038 -0.020
C 0.217 3.072 -3.881 -0.018 -0.062 0.067
Cl -0.360 4.661 -3.482 0.006 0.067 -0.028
C -0.095 1.992 -3.029 0.045 -0.094 -0.084
S -1.040 2.220 -1.598 0.011 -0.240 0.392
H 1.551 -0.386 -4.860 0.011 -0.009 -0.016
H 2.047 1.587 -6.303 0.013 -0.008 -0.017
H 1.162 3.817 -5.633 0.005 0.003 -0.011
N -1.897 -1.680 2.054 -0.029 0.195 -0.170
C -1.508 -3.071 1.807 0.097 -0.016 -0.231
C -0.951 -3.274 0.376 0.025 -0.289 0.432
O -0.562 -4.386 0.055 -0.080 0.054 0.071
O -0.925 -2.216 -0.342 0.111 0.032 -0.363
H -1.558 -1.330 2.939 0.021 0.050 -0.031
H -2.905 -1.573 2.061 -0.002 -0.018 0.036
H -2.337 -3.768 1.943 0.007 0.013 -0.031
H -0.728 -3.380 2.506 0.011 0.026 -0.040
C -3.549 2.600 2.114 0.181 -0.052 0.009
Si -1.840 1.718 2.073 -0.018 0.459 0.274
C -1.706 1.080 3.900 0.031 0.023 -0.152
C -0.613 3.205 2.101 -0.105 -0.136 0.041
H -3.608 3.324 2.934 0.023 0.014 0.029
H -4.367 1.886 2.236 -0.017 -0.047 -0.011
H -3.729 3.133 1.178 0.007 -0.003 -0.032
H -1.765 1.917 4.600 -0.004 0.056 0.009
H -0.770 0.551 4.111 -0.026 0.007 -0.024
H -2.531 0.406 4.146 -0.055 -0.064 0.008
H -0.896 3.935 2.865 -0.049 0.029 0.041
H -0.593 3.712 1.134 -0.003 -0.010 -0.031
H 0.411 2.892 2.326 0.033 -0.029 -0.010
C 1.634 -0.150 2.444 -0.012 0.050 -0.054
P 1.303 -0.151 0.637 -0.075 0.334 0.181
C 2.223 1.336 0.100 -0.068 -0.052 -0.008
C 2.360 -1.525 0.075 0.020 0.037 -0.042
C 3.149 -1.419 -1.069 -0.019 0.021 0.076
C 3.893 -2.501 -1.512 0.042 -0.002 -0.048
C 3.851 -3.705 -0.827 0.016 -0.037 -0.008
C 3.061 -3.822 0.306 0.023 -0.094 -0.011
C 2.324 -2.741 0.752 -0.072 0.048 0.004
H 1.121 -0.986 2.920 0.001 -0.007 0.003
H 1.223 0.771 2.860 -0.002 -0.035 -0.016
H 2.700 -0.210 2.665 0.018 -0.001 -0.020
H 3.275 1.301 0.387 0.023 -0.023 0.014
H 1.738 2.204 0.547 -0.011 -0.010 -0.002
H 2.134 1.452 -0.981 -0.004 0.000 -0.016
H 3.180 -0.493 -1.626 -0.002 0.043 -0.013
H 4.499 -2.404 -2.405 -0.001 0.001 0.001
H 4.421 -4.553 -1.182 0.009 -0.016 -0.004
H 2.994 -4.766 0.830 0.006 -0.021 0.011
H 1.694 -2.859 1.625 -0.016 -0.006 0.006
F -2.930 -0.731 -2.030 -0.146 -0.061 -0.157
B -4.068 -0.522 -1.189 -0.091 -0.035 0.018
F -3.746 -1.304 -0.016 -0.103 -0.071 0.061
F -5.246 -0.852 -1.751 -0.136 -0.041 -0.064
F -3.950 0.803 -0.744 -0.018 0.159 0.084
```
Positions in Å, forces in eV/Å.

Results
**Net charge**: -1
**Frontier orbital gap (spin up / spin down)**: 7.01 / 6.99 eV
**Spin multiplicity**: 4
**DFT total energy**: -4334.73400 Ha
**M**: 717.527 g/mol
**E_HOMO (spin up / spin down)**: -0.1649 / -0.1642 Ha
**LUMO (spin up / spin down)**: 2.5 / 2.5 eV

---

No. 2
C7H12O2 in the gas phase at a distorted geometry, computed with wB97M-V/def2-TZVPD.

Geometry as XYZ:
```
21
Properties=species:S:1:pos:R:3:forces:R:3
C -1.508 -0.631 -1.479 0.371 -0.623 -0.547
C 1.787 -1.341 0.465 0.152 0.220 0.250
C -1.216 0.872 1.793 0.192 0.105 0.376
C 0.660 0.875 -0.630 -0.635 -1.077 0.644
C -0.403 -0.127 -0.642 -0.574 0.492 3.378
C 0.741 -0.274 0.373 0.477 -0.524 -0.986
C -0.523 -0.260 1.098 -0.182 0.925 -2.601
O 1.582 0.869 -1.688 0.020 0.522 0.021
O 0.464 2.190 -0.215 0.381 0.302 -0.208
H 0.906 2.779 -0.839 0.050 -0.124 -0.018
H 1.759 -0.020 -2.006 -0.224 -0.069 0.152
H -0.835 -1.242 1.456 -0.042 -0.050 -0.450
H -1.733 -1.673 -1.245 -0.042 -0.017 -0.096
H -2.426 -0.051 -1.333 0.188 0.020 -0.005
H -1.212 -0.564 -2.528 -0.249 -0.090 -0.146
H 2.352 -1.425 -0.464 0.117 0.009 0.040
H 1.326 -2.310 0.664 -0.039 0.025 0.008
H 2.477 -1.121 1.282 0.115 -0.085 -0.051
H -1.084 0.767 2.871 -0.131 0.085 0.140
H -2.288 0.850 1.574 0.077 -0.037 0.082
H -0.826 1.838 1.492 -0.021 -0.010 0.016
```
Positions in Å, forces in eV/Å.

Results
**Net charge**: 0
**Frontier orbital gap**: 8.91 eV
**Spin multiplicity**: 1
**DFT total energy**: -424.29483 Ha
**M**: 128.171 g/mol
**E_HOMO**: -0.3011 Ha
**SMILES**: C[C@H]1[C@@]2(C)C(O)(O)[C@@]12C
**LUMO**: 0.7 eV

---

No. 3
C5H6N2 in the gas phase at a distorted geometry, computed with wB97M-V/def2-TZVPD.

Geometry as XYZ:
```
13
Properties=species:S:1:pos:R:3:forces:R:3
C 2.643 -0.450 -0.096 1.385 -0.517 0.487
C 1.319 2.005 0.115 1.457 -2.780 -1.238
C 0.585 0.896 -0.144 -0.224 0.599 -0.419
C 1.259 -0.382 -0.142 -5.051 -5.691 1.421
C -0.739 -1.897 -0.047 0.200 1.298 3.615
N 3.761 -0.617 0.070 0.887 0.169 -0.167
N 0.659 -1.646 0.108 3.726 3.906 -1.670
H 0.913 2.919 0.207 -1.843 3.011 0.304
H 2.446 2.101 0.077 -1.342 -0.959 0.395
H -0.528 0.801 -0.356 1.584 0.832 0.723
H -1.227 -2.369 0.845 1.044 -0.368 -0.614
H -0.987 -2.401 -0.897 -0.259 -1.667 -2.308
H -1.249 -1.000 -0.030 -1.565 2.166 -0.529
```
Positions in Å, forces in eV/Å.

Results
**Net charge**: 0
**Frontier orbital gap (spin up / spin down)**: 8.86 / 8.86 eV
**Spin multiplicity**: 1
**DFT total energy**: -303.51589 Ha
**M**: 94.117 g/mol
**E_HOMO (spin up / spin down)**: -0.3553 / -0.3552 Ha
**SMILES**: C=C/C(C#N)=N\C
**LUMO (spin up / spin down)**: -0.8 / -0.8 eV

---

No. 4
A molecular structure, C34H33N2O5SV at a distorted geometry, computed with wB97M-V/def2-TZVPD.

Geometry as XYZ:
```
76
Properties=species:S:1:pos:R:3:forces:R:3
V 0.090 -0.606 0.277 1.251 1.687 -0.515
O -1.285 -0.261 -3.603 0.071 -0.111 0.043
C -0.789 -0.634 -2.432 -0.331 -0.427 -0.817
O 0.009 0.047 -1.790 0.465 0.178 0.452
C -1.180 -1.924 -1.900 -0.298 -0.050 -0.598
C -1.756 -2.988 -2.587 0.168 0.073 0.081
C -1.847 -4.221 -1.963 -0.067 0.216 -0.143
C -1.312 -4.370 -0.676 0.167 0.365 0.306
C -0.774 -3.265 -0.051 0.070 -0.772 0.274
N -0.764 -2.043 -0.614 -0.677 -0.775 -1.001
C 0.004 -3.186 1.231 -0.617 -1.210 0.332
O -0.131 -3.989 2.154 0.119 0.056 -0.354
O 0.719 -2.127 1.263 1.081 -0.139 0.596
H -1.009 0.649 -3.808 0.044 -0.131 0.196
H -2.062 -2.843 -3.611 -0.109 0.006 -0.082
H -2.274 -5.065 -2.482 -0.006 -0.050 -0.029
H -1.274 -5.336 -0.195 0.022 -0.001 0.121
C 2.579 0.417 0.877 0.264 -0.093 -0.093
C 2.416 1.479 1.761 0.039 0.226 0.075
C 2.077 2.734 1.284 0.242 -0.182 0.122
C 1.897 2.939 -0.076 -0.001 -0.046 -0.121
C 2.075 1.893 -0.965 -0.054 0.222 -0.025
C 2.420 0.631 -0.493 0.260 -0.155 0.093
H 2.931 -0.545 1.237 -0.143 0.025 0.000
H 2.567 1.335 2.821 -0.014 -0.068 0.059
H 1.968 3.556 1.974 -0.057 0.090 0.085
H 1.617 3.919 -0.437 0.041 0.053 -0.068
H 1.958 2.061 -2.027 -0.017 -0.039 0.008
H 2.651 -0.163 -1.198 -0.129 0.034 0.089
O -2.106 1.508 -1.275 0.564 0.983 -0.540
S -2.805 0.477 -0.497 -2.103 -0.098 0.111
C -4.017 -0.218 -1.650 0.190 -0.184 0.305
C -4.409 0.527 -2.745 0.028 0.154 0.057
C -5.306 -0.015 -3.649 0.063 0.018 0.040
C -5.792 -1.300 -3.453 0.008 0.000 -0.044
C -5.371 -2.049 -2.364 -0.117 -0.076 -0.036
C -4.473 -1.510 -1.459 -0.041 0.091 0.087
C -3.988 1.401 0.527 0.301 -0.168 0.095
C -3.982 2.779 0.433 0.187 -0.037 -0.241
C -4.773 3.528 1.286 -0.058 -0.057 0.064
C -5.554 2.893 2.238 -0.026 0.032 0.042
C -5.568 1.507 2.315 -0.007 -0.118 0.012
C -4.783 0.755 1.457 0.012 -0.064 -0.027
H -4.000 1.518 -2.874 0.019 0.118 -0.059
H -5.616 0.565 -4.505 -0.053 0.009 -0.045
H -6.493 -1.718 -4.161 -0.031 -0.058 -0.021
H -5.740 -3.056 -2.229 -0.017 -0.057 0.024
H -4.121 -2.087 -0.615 0.036 -0.135 0.086
H -3.354 3.246 -0.309 0.121 0.083 -0.054
H -4.766 4.604 1.209 -0.030 0.094 0.023
H -6.153 3.476 2.922 -0.070 0.036 0.030
H -6.189 1.006 3.045 -0.056 0.017 0.030
H -4.805 -0.325 1.490 -0.013 -0.153 0.095
C -2.531 -1.659 5.256 -0.430 0.232 0.663
N -1.760 -2.199 4.126 0.186 -0.401 0.148
C -2.610 -2.290 2.926 -0.402 -0.075 -0.810
C -0.484 -1.431 3.907 0.843 0.532 -0.372
C -0.678 -0.043 3.358 -0.148 0.086 0.206
C -0.886 0.991 4.274 0.065 -0.186 -0.123
C -1.040 2.297 3.851 -0.029 0.177 -0.105
C -0.979 2.582 2.496 -0.089 0.091 0.135
C -0.746 1.558 1.595 -0.122 -0.230 0.036
C -0.589 0.224 1.982 -0.392 0.206 0.773
H -3.385 -2.298 5.476 0.067 -0.061 -0.146
H -2.891 -0.661 5.002 0.085 -0.095 -0.088
H -1.909 -1.594 6.146 0.097 -0.030 -0.094
H -1.450 -3.153 4.345 -0.092 0.153 -0.053
H -2.722 -1.303 2.474 0.047 -0.030 0.217
H -3.587 -2.687 3.200 0.081 0.028 0.095
H -2.145 -2.964 2.209 -0.050 0.059 0.152
H 0.145 -2.005 3.227 -0.257 -0.050 0.292
H 0.016 -1.370 4.875 -0.147 -0.179 0.050
H -0.905 0.775 5.336 0.017 -0.016 0.067
H -1.193 3.083 4.575 -0.043 0.093 0.031
H -1.109 3.598 2.152 0.025 0.093 -0.051
H -0.672 1.812 0.540 -0.002 0.189 -0.141
```
Positions in Å, forces in eV/Å.

Results
**Net charge**: +1
**Frontier orbital gap (spin up / spin down)**: 6.08 / 8.17 eV
**Spin multiplicity**: 4
**DFT total energy**: -3143.10632 Ha
**M**: 632.658 g/mol
**E_HOMO (spin up / spin down)**: -0.3305 / -0.4173 Ha
**LUMO (spin up / spin down)**: -2.9 / -3.2 eV